[1]
{
  "formula": "C23H53N3O8S3",
  "method": "wB97M-V/def2-TZVPD",
  "symbols": ["C", "O", "H", "H", "H", "H", "C", "O", "H", "H", "H", "H", "C", "O", "H", "H", "H", "H", "C", "O", "H", "H", "H", "H", "C", "O", "H", "H", "H", "H", "N", "C", "C", "C", "C", "H", "H", "H", "H", "H", "N", "C", "C", "C", "C", "H", "H", "H", "H", "H", "N", "C", "C", "C", "C", "H", "H", "H", "H", "H", "C", "S", "O", "C", "H", "H", "H", "H", "H", "H", "C", "S", "O", "C", "H", "H", "H", "H", "H", "H", "C", "S", "O", "C", "H", "H", "H", "H", "H", "H"],
  "positions_angstrom": [[17.356980, 1.759475, 3.882158], [17.661038, 0.737426, 4.806267], [17.895853, 1.600736, 2.944718], [16.272698, 1.833549, 3.789836], [17.656526, 2.761418, 4.213926], [17.004544, 0.017015, 4.813738], [14.636980, -0.746388, 3.843354], [15.695904, -1.292546, 4.621651], [14.958785, -0.662657, 2.807793], [13.777071, -1.422185, 3.913486], [14.332703, 0.240575, 4.205474], [15.437990, -1.307075, 5.561133], [13.764536, 3.441451, 2.071935], [14.773376, 2.496902, 1.713684], [12.951004, 2.863684, 2.525903], [14.184678, 4.185532, 2.742089], [13.288068, 3.976893, 1.244241], [14.332596, 1.854795, 1.147976], [18.558092, 2.600064, 7.563846], [18.841334, 1.229229, 7.377000], [18.742884, 2.859792, 8.602672], [19.169151, 3.252884, 6.930900], [17.493664, 2.758074, 7.341500], [18.572479, 0.980151, 6.480751], [14.532632, 3.153622, 5.686547], [14.164355, 2.874778, 7.025232], [14.516290, 2.222002, 5.116762], [13.783122, 3.785120, 5.199262], [15.506325, 3.640738, 5.630207], [13.338168, 3.339021, 7.249797], [14.737386, 0.187419, 7.654932], [15.712660, -0.784116, 7.729807], [15.055301, -1.953992, 8.079768], [13.665690, -1.689630, 8.095690], [13.502123, -0.363192, 7.795397], [14.963077, 1.148791, 7.432125], [16.763312, -0.554096, 7.668635], [15.468954, -2.905815, 8.374633], [12.859090, -2.384002, 8.261674], [12.695356, 0.355698, 7.768573], [12.972801, 8.760921, 8.117676], [13.790043, 7.828047, 7.550787], [13.297304, 6.582638, 7.889488], [12.115784, 6.782931, 8.623928], [11.944657, 8.136596, 8.779168], [13.047372, 9.759232, 8.075522], [14.699233, 8.060420, 7.023635], [13.732004, 5.671438, 7.509320], [11.472601, 6.012407, 9.018921], [11.229983, 8.737301, 9.314878], [11.931588, 7.789684, 2.237917], [12.094922, 6.438805, 2.476475], [12.121026, 6.300484, 3.843160], [12.032459, 7.576228, 4.434129], [11.886617, 8.486822, 3.416665], [11.883534, 8.219436, 1.333603], [12.101182, 5.772166, 1.635717], [12.261564, 5.358200, 4.350332], [12.006700, 7.716277, 5.503093], [11.789337, 9.557412, 3.371694], [17.706387, 6.135614, 6.756997], [17.032089, 6.475243, 8.401759], [17.870362, 5.592255, 9.311991], [17.641146, 8.171904, 8.600913], [16.999328, 5.721292, 6.042005], [18.512097, 5.414447, 6.898292], [18.208326, 7.005360, 6.326670], [16.977334, 8.855442, 8.067868], [18.654013, 8.241029, 8.212904], [17.553512, 8.416994, 9.656539], [17.725830, 3.480030, 11.559456], [16.588947, 2.064159, 11.211675], [15.810036, 1.753776, 12.465190], [15.403317, 2.966600, 10.158744], [18.464682, 3.199403, 12.305201], [17.190019, 4.357548, 11.910078], [18.159864, 3.601764, 10.570517], [15.894475, 3.310407, 9.248708], [15.030551, 3.821300, 10.721663], [14.600344, 2.266371, 9.944861], [9.949692, 5.025329, 6.714013], [10.488424, 3.311182, 6.872201], [11.569106, 3.295778, 7.930467], [9.006003, 2.621781, 7.706084], [10.776637, 5.623370, 6.330048], [9.635183, 5.429733, 7.674706], [9.159680, 5.088985, 5.963911], [8.986396, 1.552397, 7.522145], [8.141531, 3.039883, 7.180925], [8.980073, 2.932223, 8.745492]],
  "atomic_forces_ev_per_a": [[-0.42, 0.10, 0.04], [0.66, 0.22, 0.75], [-0.44, -0.13, -0.19], [0.09, -0.09, -0.71], [0.30, -0.31, 0.51], [-0.07, 0.14, -0.45], [-0.37, -0.36, 0.52], [0.25, 0.36, 0.03], [0.13, -0.06, 0.05], [-0.05, 0.19, -0.23], [0.03, 0.00, -0.06], [-0.06, -0.14, -0.16], [-0.50, -0.69, 0.03], [-0.20, 0.50, -0.33], [-0.05, 0.45, 0.49], [0.03, -0.16, 0.15], [0.49, -0.10, -0.34], [0.25, -0.09, -0.01], [-0.45, -0.46, -0.22], [0.37, -0.04, 0.21], [0.02, -0.02, 0.01], [0.02, -0.04, -0.04], [0.04, 0.42, 0.07], [-0.09, 0.08, -0.15], [-0.80, -0.06, -0.09], [0.25, 0.48, -0.08], [0.37, -0.02, -0.03], [0.13, 0.19, 0.04], [0.08, -0.10, -0.02], [-0.04, -0.43, 0.21], [1.50, -0.38, -0.83], [-0.83, -0.37, 0.99], [0.15, -0.14, -0.22], [-0.42, 0.11, -0.23], [0.22, 1.14, 0.35], [-0.62, 0.00, 0.12], [0.02, 0.12, 0.04], [0.29, 0.08, -0.30], [0.09, -0.08, 0.14], [-0.36, -0.49, -0.02], [-0.28, 0.02, 0.15], [0.09, -0.55, 0.44], [0.42, 0.53, -1.02], [-0.46, -0.05, 0.54], [0.26, 0.06, -0.22], [0.27, 0.04, -0.13], [-0.13, 0.26, -0.11], [-0.07, -0.16, 0.33], [0.11, 0.03, 0.07], [-0.15, -0.17, -0.01], [0.10, -0.29, 0.13], [-0.45, 1.25, 0.08], [0.45, -0.85, -0.49], [-0.44, 0.09, 0.23], [0.20, -0.27, -0.30], [-0.01, -0.05, -0.08], [0.09, -0.26, 0.13], [-0.08, 0.04, 0.09], [0.09, 0.37, -0.05], [-0.03, 0.03, 0.28], [0.78, 0.28, -0.50], [0.74, -1.02, 0.72], [-0.76, 0.94, -0.66], [-0.31, -0.13, -0.23], [-0.27, 0.10, 0.21], [-0.20, -0.14, 0.30], [-0.35, 0.14, -0.02], [0.03, -0.12, -0.19], [0.11, 0.08, 0.25], [0.24, -0.15, 0.07], [-0.69, -0.89, -0.43], [-0.50, 0.54, 1.12], [0.50, 0.11, -0.63], [0.59, 0.06, 0.28], [0.00, -0.33, -0.11], [-0.16, 0.03, -0.23], [0.31, 0.58, 0.18], [-0.04, -0.09, -0.05], [-0.05, -0.04, 0.06], [0.01, -0.02, -0.07], [-0.10, 0.04, -0.18], [0.00, -0.07, 0.89], [-0.29, 0.20, -0.60], [-0.07, 0.70, -1.15], [0.15, -0.21, 0.15], [-0.06, -0.10, -0.01], [-0.13, -0.15, 0.13], [0.23, -0.10, 0.40], [0.02, -0.01, 0.08], [0.23, -0.17, 0.10]],
  "mulliken_charge": [-0.153, -0.529, 0.268, -0.157, 0.200, 0.396, -0.458, -0.643, 0.208, 0.410, -0.016, 0.370, -0.523, -0.520, 0.325, 0.173, 0.283, 0.283, -0.144, -0.601, 0.007, 0.405, -0.040, 0.375, 1.518, 0.267, -0.831, -0.456, 0.026, -0.211, 0.909, -1.551, -0.001, -0.720, -0.252, -0.187, 0.456, 0.445, 0.417, 0.390, 0.076, -1.394, 0.302, -0.651, -0.983, 0.172, 0.536, 0.752, 0.746, 0.420, 0.041, -1.157, 0.425, -0.071, -0.843, 0.191, 0.351, 0.323, 0.268, 0.411, -0.947, 0.718, -0.649, -1.173, 0.233, 0.249, 0.494, 0.331, 0.390, 0.369, -0.547, 0.524, -0.702, -0.596, 0.410, 0.244, -0.055, -0.048, 0.488, 0.240, -0.684, 0.595, -0.615, -1.100, -0.174, 0.384, 0.487, 0.370, 0.411, 0.300],
  "orbital_gap_ev": 8.0,
  "lumo_energy_ev": 0.1325,
  "homo_energy_ha": -0.2876,
  "molar_mass_g_mol": 595.89,
  "relative_energy_ev": 0.0000,
  "total_energy_ha": -2868.70080
}



[2]
{
  "formula": "C10H16",
  "method": "wB97M-V/def2-TZVPD",
  "symbols": ["C", "C", "H", "H", "H", "H", "H", "H", "C", "C", "C", "C", "C", "C", "C", "C", "H", "H", "H", "H", "H", "H", "H", "H", "H", "H"],
  "positions_angstrom": [[1.875105, 1.258638, 2.983833], [1.473125, 2.438763, 2.094436], [2.961235, 1.142204, 2.886108], [1.676303, 1.362957, 4.046635], [1.446697, 0.360889, 2.549738], [0.387245, 2.519467, 2.014720], [1.836148, 2.229419, 1.088446], [1.842610, 3.397087, 2.458809], [0.771326, -1.395255, -1.728589], [0.519677, -1.758580, -3.186021], [-0.428439, -0.941316, -0.932405], [-1.742590, -1.349898, -1.215207], [-0.266348, 0.062866, 0.013257], [-2.818499, -0.755390, -0.595589], [-1.327945, 0.554929, 0.756606], [-2.611877, 0.198228, 0.402904], [1.302025, -2.218198, -1.250554], [1.463843, -0.554488, -1.660250], [-0.426782, -2.282818, -3.318703], [-1.863762, -2.110614, -1.966712], [0.744470, 0.410852, 0.182232], [-3.813378, -1.155885, -0.744607], [-1.205762, 1.141864, 1.654953], [-3.464335, 0.651889, 0.885324], [1.314415, -2.344343, -3.630933], [0.355496, -0.863266, -3.788429]],
  "atomic_forces_ev_per_a": [[0.88, 0.32, -0.70], [-0.44, -0.24, 0.32], [-0.08, -0.09, 0.17], [-0.39, 0.00, -0.04], [-0.22, -0.29, 0.39], [0.05, 0.10, 0.06], [0.11, 0.34, -0.03], [0.16, -0.05, -0.13], [0.34, 0.08, 0.09], [-0.81, 0.50, -0.21], [-0.86, 0.59, -0.54], [0.99, 0.03, -0.13], [0.50, -0.43, 0.33], [-0.16, -0.25, 0.72], [-0.29, -0.10, 0.00], [-0.32, -0.36, -0.35], [-0.20, -0.19, 0.25], [0.23, -0.08, -0.23], [0.21, -0.43, 0.12], [-0.37, -0.20, -0.03], [0.03, 0.07, 0.25], [-0.07, 0.27, -0.33], [0.29, 0.42, -0.25], [-0.05, -0.09, 0.24], [0.16, -0.06, 0.01], [0.30, 0.14, 0.00]],
  "mulliken_charge": [-0.805, -0.707, 0.280, 0.312, 0.250, 0.148, 0.223, 0.349, -0.475, -1.126, 0.456, -0.351, 0.122, -0.665, -0.292, -0.540, 0.299, 0.292, 0.261, 0.283, 0.063, 0.340, 0.269, 0.364, 0.344, 0.306],
  "orbital_gap_ev": 10.0,
  "lumo_energy_ev": 1.0270,
  "smiles": "CCc1ccccc1.CC",
  "homo_energy_ha": -0.3310,
  "molar_mass_g_mol": 136.24,
  "relative_energy_ev": 0.4978,
  "total_energy_ha": -390.61758
}



[3]
{
  "formula": "C5H12AuN2OS5Sb",
  "method": "wB97M-V/def2-TZVPD",
  "symbols": ["Au", "S", "Sb", "S", "S", "S", "C", "N", "C", "C", "N", "H", "H", "H", "H", "H", "H", "C", "S", "C", "O", "H", "H", "H", "H", "H", "H"],
  "positions_angstrom": [[1.769154, -0.181906, -0.963468], [1.159776, -5.208062, -0.766570], [0.979218, -3.185533, -1.836370], [-0.296674, -1.639549, -0.485561], [3.073931, -1.946513, -1.814284], [0.065100, -3.250674, -3.946800], [-1.848385, 3.558013, -1.738824], [-1.313804, 2.226084, -1.555888], [-1.773453, 1.174500, -2.470665], [-0.119214, 2.059111, -1.013933], [0.888835, 1.677151, -0.574736], [-1.451741, 4.050187, -2.636299], [-1.616239, 4.174626, -0.871192], [-2.931286, 3.485672, -1.839680], [-1.367632, 1.310669, -3.477875], [-2.862836, 1.194447, -2.511981], [-1.452677, 0.199982, -2.088356], [1.457931, -2.195767, 3.212307], [1.789788, -0.412020, 3.263845], [0.197923, 0.062061, 2.557794], [1.750971, -0.006987, 4.704879], [0.473170, -2.386673, 3.635270], [2.229342, -2.690652, 3.798580], [1.495694, -2.521621, 2.170311], [0.042365, -0.539639, 1.655019], [0.234671, 1.116568, 2.289968], [-0.573933, -0.123469, 3.304512]],
  "atomic_forces_ev_per_a": [[0.85, -0.28, -0.11], [0.09, 0.06, 0.00], [-0.19, 0.07, 0.08], [-0.25, -0.39, -0.12], [-0.14, -0.22, -0.02], [0.08, 0.05, 0.02], [0.13, 0.11, -0.06], [-0.33, 0.08, 0.00], [0.10, -0.28, -0.04], [0.38, -0.15, 0.21], [-0.74, 0.82, -0.07], [-0.01, -0.02, 0.00], [0.00, -0.01, -0.01], [0.00, -0.01, 0.03], [0.00, 0.04, 0.03], [0.00, 0.06, 0.06], [0.04, 0.01, -0.02], [0.11, 0.33, -0.15], [-0.51, -0.40, -0.22], [0.28, -0.02, -0.10], [0.08, 0.11, 0.33], [-0.02, 0.01, 0.03], [0.04, 0.04, -0.01], [-0.05, -0.02, -0.02], [-0.04, 0.07, 0.03], [0.04, 0.01, 0.05], [0.05, -0.06, 0.07]],
  "mulliken_charge": [0.218, -0.787, 0.850, -0.826, -0.697, -0.796, -0.899, 0.093, -0.760, 0.503, -0.496, 0.317, 0.334, 0.278, 0.290, 0.305, 0.182, -0.777, 0.496, -0.433, -0.704, 0.262, 0.321, 0.277, -0.196, 0.260, 0.387],
  "orbital_gap_ev": 4.9,
  "lumo_energy_ev": 4.2210,
  "homo_energy_ha": -0.0250,
  "molar_mass_g_mol": 595.23,
  "relative_energy_ev": 0.7267,
  "total_energy_ha": -2749.39484,
  "charge": -2
}